Molecular formula: C2H3BrF2S
Method: DFT, ωB97M-V/def2-TZVPD

```
9
Properties=species:S:1:pos:R:3:forces:R:3
C 0.982 0.439 0.712 -0.63 -0.96 2.25
C -0.830 -1.206 -0.376 0.87 1.58 1.62
F -0.531 -2.411 -0.701 1.32 -2.19 -0.79
F -1.858 -1.313 0.436 -1.09 0.44 1.14
S 0.962 1.480 -0.569 0.32 2.22 -1.09
Br -1.213 -0.149 -1.835 -0.79 0.57 -1.55
H 0.558 0.855 1.665 0.15 -0.87 -1.04
H 1.913 -0.146 0.890 -0.93 0.36 -0.56
H 0.018 2.451 -0.222 0.78 -1.15 0.01
```
Forces are in eV/Å.

Computed properties:
orbital gap (alpha / beta) = 8.41 / 7.58 eV
electronic energy = -3249.79249 a.u.
net charge = 0
molar mass = 177.0 g mol⁻¹
lowest unoccupied orbital energy (alpha / beta) = -0.042 / -0.197 eV
ΔE to the lowest compared entry with this formula, charge and spin = 311.9 kJ/mol

Molecular formula: C2H3BrFI
Method: DFT, ωB97M-V/def2-TZVPD

```
8
Properties=species:S:1:pos:R:3:forces:R:3
F 1.802 -0.308 -1.532 -1.29 -1.62 1.33
C 1.169 -0.680 -0.337 0.71 3.17 -0.31
C 0.960 0.328 0.521 0.90 -0.56 -0.71
I 1.484 2.309 0.066 -0.16 -0.50 0.20
H 0.840 -1.680 -0.125 0.41 -0.46 -0.66
H 0.738 0.134 1.551 -0.60 -0.01 0.15
Br -3.245 1.042 -0.331 -0.28 -0.16 -0.70
H -2.718 1.303 0.929 0.31 0.16 0.70
```
Forces are in eV/Å.

Computed properties:
SMILES string = F/C=C\I.Br
orbital gap = 9.74 eV
electronic energy = -3049.52844 a.u.
net charge = 0
molar mass = 252.9 g mol⁻¹
lowest unoccupied orbital energy = 0.433 eV
ΔE to the lowest compared entry with this formula, charge and spin = 91.7 kJ/mol

Molecular formula: C2H3BrFI
Method: DFT, ωB97M-V/def2-TZVPD

```
8
Properties=species:S:1:pos:R:3:forces:R:3
C -0.259 -0.209 1.048 -0.66 -1.53 0.37
C -1.509 -0.398 0.197 0.48 -0.57 -1.40
F -0.601 -0.255 2.389 -0.59 0.73 0.75
Br -1.986 -2.234 -0.165 0.00 0.82 0.50
I -3.083 1.025 -0.081 1.14 -0.77 0.46
H 0.289 0.666 0.832 0.15 1.43 -0.22
H 0.469 -1.024 1.053 -0.34 -0.28 -1.27
H -0.558 -0.316 -1.885 -0.19 0.16 0.80
```
Forces are in eV/Å.

Computed properties:
orbital gap (alpha / beta) = 9.05 / 7.97 eV
electronic energy = -3049.39924 a.u.
net charge = 0
molar mass = 252.9 g mol⁻¹
lowest unoccupied orbital energy (alpha / beta) = -1.025 / -0.796 eV
ΔE to the lowest compared entry with this formula, charge and spin = 430.9 kJ/mol

Molecular formula: C2H3BrFI
Method: DFT, ωB97M-V/def2-TZVPD

```
8
Properties=species:S:1:pos:R:3:forces:R:3
C 0.171 0.409 -0.585 -3.10 -1.82 -3.80
C -0.049 -0.323 0.687 4.09 -0.03 0.14
F 0.636 0.229 1.770 -1.01 -0.04 -0.81
Br 0.710 -2.140 0.520 -0.01 0.08 -0.13
I -0.785 2.367 -0.690 0.54 -0.70 0.26
H 1.155 0.418 -1.134 -1.12 -0.11 1.06
H -0.807 -0.428 -1.430 3.22 2.54 2.26
H -1.032 -0.531 0.862 -2.60 0.07 1.01
```
Forces are in eV/Å.

Computed properties:
orbital gap = 9.66 eV
electronic energy = -3049.50130 a.u.
net charge = 0
molar mass = 252.9 g mol⁻¹
lowest unoccupied orbital energy = -0.113 eV
ΔE to the lowest compared entry with this formula, charge and spin = 162.9 kJ/mol

Molecular formula: C2H3BrI2
Method: DFT, ωB97M-V/def2-TZVPD

```
8
Properties=species:S:1:pos:R:3:forces:R:3
C -0.875 -0.048 0.104 -1.99 -1.46 0.22
C 0.565 0.281 -0.111 0.39 -1.76 -0.93
Br 0.811 0.506 -2.004 0.52 -0.10 0.26
I 1.357 1.768 1.049 0.33 0.36 0.32
I 1.877 -2.041 0.530 -1.00 1.85 -0.46
H -1.113 0.071 1.217 0.06 -0.27 -1.63
H -1.557 0.652 -0.567 1.41 -1.38 1.55
H -1.065 -1.191 -0.217 0.28 2.76 0.67
```
Forces are in eV/Å.

Computed properties:
orbital gap (alpha / beta) = 7.23 / 7.23 eV
electronic energy = -3247.33851 a.u.
net charge = 0
molar mass = 360.8 g mol⁻¹
lowest unoccupied orbital energy (alpha / beta) = -2.028 / -2.026 eV
ΔE to the lowest compared entry with this formula, charge and spin = 116.0 kJ/mol

Molecular formula: C2H3BrINO
Method: DFT, ωB97M-V/def2-TZVPD

```
9
Properties=species:S:1:pos:R:3:forces:R:3
C -1.320 -1.024 0.015 1.48 -1.04 -0.26
C -0.157 -0.069 -0.064 4.23 -0.38 -0.67
N -2.526 -0.418 -0.013 -2.21 -0.81 0.07
O -1.137 -2.237 0.022 -0.81 1.40 0.12
Br -4.088 -1.556 -0.001 1.18 0.71 0.00
I -2.917 1.557 0.007 0.05 0.05 0.00
H 0.084 0.632 0.747 -1.31 0.40 -0.30
H 0.057 0.416 -1.109 -0.85 -0.82 2.00
H 0.799 -0.704 0.158 -1.77 0.49 -0.96
```
Forces are in eV/Å.

Computed properties:
orbital gap = 8.23 eV
electronic energy = -3079.64371 a.u.
net charge = 0
molar mass = 263.9 g mol⁻¹
lowest unoccupied orbital energy = -1.249 eV
ΔE to the lowest compared entry with this formula, charge and spin = 108.7 kJ/mol

Molecular formula: C2H3BrN2
Method: DFT, ωB97M-V/def2-TZVPD

```
8
Properties=species:S:1:pos:R:3:forces:R:3
C -0.654 -0.041 0.005 0.93 0.04 1.81
C -0.046 -1.293 0.585 -1.92 -0.46 -0.81
N 0.596 2.676 -0.928 0.74 0.99 0.67
N 1.157 3.408 -0.330 -0.70 -0.91 -0.70
Br -1.524 -0.106 -1.572 -0.37 -0.66 -0.81
H -0.113 -1.209 1.680 0.01 -0.08 -0.33
H 0.991 -1.126 0.344 0.77 -0.11 -0.17
H -0.408 -2.309 0.216 0.53 1.18 0.35
```
Forces are in eV/Å.

Computed properties:
orbital gap = 7.99 eV
electronic energy = -2761.44168 a.u.
net charge = 0
molar mass = 135.0 g mol⁻¹
lowest unoccupied orbital energy = -0.378 eV
ΔE to the lowest compared entry with this formula, charge and spin = 37.2 kJ/mol

Molecular formula: C2H3BrN2O
Method: DFT, ωB97M-V/def2-TZVPD

```
9
Properties=species:S:1:pos:R:3:forces:R:3
H 0.702 -2.555 1.152 0.15 2.25 -2.69
N 0.272 -1.660 0.625 -0.36 1.28 0.01
N 0.875 -0.979 -0.250 0.40 -3.00 2.52
C 0.292 0.327 -0.617 0.38 -0.39 0.21
Br 1.333 0.904 -2.151 -0.17 0.22 0.24
C 0.414 1.278 0.573 0.07 0.12 0.79
O -0.300 1.235 1.533 -0.40 -0.43 -0.39
H -0.729 0.356 -0.922 -0.82 -0.50 -0.16
H 1.216 1.999 0.582 0.75 0.46 -0.54
```
Forces are in eV/Å.

Computed properties:
SMILES string = [H]/N=N/[C@H](Br)C=O
orbital gap = 9.06 eV
electronic energy = -2836.67265 a.u.
net charge = 0
molar mass = 151.0 g mol⁻¹
lowest unoccupied orbital energy = -0.338 eV
ΔE to the lowest compared entry with this formula, charge and spin = 75.8 kJ/mol